Record 1
Here is C17H20CeN2O5S as an isolated structure at a distorted geometry from the OMol25 dataset. Energies are from ωB97M-V/def2-TZVPD.

Structure (XYZ):
```
46
Properties=species:S:1:pos:R:3:forces:R:3
Ce 0.41190 -0.65589 1.06155 -0.4091 0.5091 0.2505
N 1.39091 -0.60632 3.65307 0.0051 0.0184 -0.1666
N 2.35375 0.21466 3.02519 0.3655 0.2253 0.1321
C 2.96695 -0.28196 1.86931 -0.3305 -1.1227 -0.3614
O 3.75026 0.39710 1.24787 0.3117 -0.0360 0.0562
O 2.43079 -1.44822 1.48687 0.8465 1.0614 0.0518
H 0.87629 -0.05543 4.32845 0.0465 0.0134 0.0456
H 1.82835 -1.40222 4.10674 -0.1121 -0.0550 0.1048
H 2.96673 0.77966 3.59846 -0.1303 0.1139 0.0451
O 0.78056 1.60350 0.67893 0.4474 0.6613 -0.4441
S 1.13539 2.72514 -0.31069 -0.3883 -0.4626 0.6749
C -0.46699 2.98316 -1.17787 -0.2151 -0.0188 -0.2821
C -1.55500 2.16152 -0.53971 0.2163 0.0811 0.0087
C -2.32493 2.71321 0.47091 -0.1620 -0.0569 0.1704
C -3.24467 1.92965 1.16664 0.0905 0.1011 -0.0649
C -3.39025 0.58903 0.85744 0.0020 -0.1149 -0.0372
C -2.63989 0.03148 -0.17703 -0.0790 -0.0032 0.1053
C -1.73295 0.81557 -0.87079 0.2289 0.0178 -0.1320
C 2.18198 1.93250 -1.55177 0.2379 -0.0679 -0.2929
C 1.60641 0.72247 -2.22804 -0.0987 0.0780 0.0279
C 0.88602 0.87108 -3.40786 -0.0979 -0.0529 -0.1103
C 0.24935 -0.21639 -3.99766 0.0137 0.0536 0.0235
C 0.31477 -1.46549 -3.40368 0.0020 -0.0541 0.0764
C 1.08001 -1.63990 -2.25417 0.0119 -0.0872 -0.1138
C 1.74943 -0.56286 -1.69123 0.0431 0.1651 0.1640
H -0.32335 2.72936 -2.22607 -0.0340 0.0175 0.0104
H -0.67389 4.04888 -1.09451 0.0250 -0.0007 -0.0045
H -2.20518 3.75691 0.73757 0.0151 -0.0105 -0.0201
H -3.83959 2.37033 1.95548 0.0121 0.0116 -0.0073
H -4.08935 -0.02440 1.40967 -0.0041 0.0052 -0.0111
H -2.76162 -1.01053 -0.44564 -0.0411 -0.0104 -0.0034
H -1.15429 0.37693 -1.67862 -0.0142 0.0199 -0.0476
H 3.09268 1.71070 -0.98844 -0.0208 -0.0238 0.0185
H 2.40450 2.73319 -2.26334 0.0295 -0.0294 0.0208
H 0.82880 1.84061 -3.89039 0.0126 -0.0055 0.0199
H -0.30111 -0.08418 -4.91983 0.0104 0.0213 0.0077
H -0.19379 -2.30928 -3.85082 0.0098 0.0081 0.0118
H 1.18728 -2.62373 -1.81532 0.0050 -0.0224 -0.0176
H 2.44278 -0.74908 -0.87153 0.0206 0.1546 0.0134
C -1.27725 -4.16207 2.25065 -0.2149 -0.1102 0.0832
C -0.98658 -2.82494 1.66673 -0.0002 0.1002 -0.3818
O -1.17338 -1.76334 2.33971 -0.4070 -0.4298 0.4244
O -0.48617 -2.70455 0.49381 -0.3107 -0.7084 0.0209
H -2.34447 -4.21798 2.47333 0.0226 -0.0196 -0.0142
H -0.75446 -4.26431 3.20140 0.0255 0.0291 -0.0203
H -0.99675 -4.96359 1.57525 0.0129 0.0358 -0.0348
```
Positions in Å, forces in eV/Å.

## Properties
Relative energy (zero: lowest compared OMol25 entry of this formula, charge and spin) = 0.0 kcal/mol
Net charge = +1
Spin multiplicity = 2
HOMO-LUMO gap (spin up / spin down) = 9.54 / 10.16 eV
E = -54933.45298 eV
LUMO energy (spin up / spin down) = -2.52 / -2.50 eV

---

Record 2
Here is C16H33CdClP2 as an isolated structure at a distorted geometry from the OMol25 dataset. Energies are from ωB97M-V/def2-TZVPD.

Structure (XYZ):
```
53
Properties=species:S:1:pos:R:3:forces:R:3
P 0.15714 2.77746 0.47959 2.0270 -0.6441 -1.4462
P 2.44316 -1.01926 1.15151 0.5508 1.3416 -0.8946
C 1.71688 1.94242 1.14058 -0.2469 0.1656 0.0286
C 2.47354 0.79253 0.44730 -0.4483 -0.8372 -0.2289
H 1.41292 1.62916 2.14797 -0.3547 0.1607 0.0158
H 2.39921 2.78033 1.27044 0.1658 0.1767 0.0048
H 2.09314 0.69223 -0.57648 0.3924 -0.1137 0.3628
H 3.53352 1.08017 0.38303 -0.3818 0.0022 -0.0777
C 3.75023 -0.84958 2.43957 -0.3083 -0.1414 0.1355
H 3.87552 -1.86303 2.84799 0.1591 0.3798 0.1341
H 3.36576 -0.18212 3.21912 0.2795 -0.1774 0.0707
H 4.70941 -0.48039 2.04623 -0.3460 -0.0521 0.1105
C 3.56965 -1.75154 -0.14646 -0.2448 -0.2547 -0.1619
H 4.55502 -1.25537 -0.22061 -0.4792 -0.0481 0.1574
H 3.09152 -1.73396 -1.13888 0.1802 -0.0021 0.4632
H 3.73222 -2.80726 0.13075 -0.0012 0.3483 -0.0949
C -0.19985 3.98903 1.74038 -0.2652 0.0055 0.4130
H -1.28652 4.07437 1.84260 0.1929 0.2230 0.1792
H 0.24288 4.95397 1.43508 -0.2289 -0.4730 0.1088
H 0.26800 3.65358 2.67915 -0.3590 0.2210 -0.2527
C -0.01609 3.64466 -1.12762 -0.0968 0.4408 -0.4393
H 0.56763 3.21637 -1.95102 0.0124 0.1634 0.6470
H 0.21442 4.71582 -1.11866 0.0219 -0.2470 0.3336
H -1.07563 3.50879 -1.44759 0.5993 0.1854 0.4741
Cd 3.54164 2.75689 -1.93493 -2.7472 -2.8303 -0.6141
C 5.55696 2.83592 -1.44917 1.7035 -0.4930 -1.7249
C 5.33553 2.57425 -0.09892 0.1496 -0.5525 0.9546
C 5.32467 3.59534 0.97614 -0.1996 0.5132 0.7001
C 4.63020 4.91310 0.58651 0.7695 -0.1494 0.7723
C 3.40446 4.71331 -0.24115 -0.5278 0.2597 2.0674
C 3.38185 4.86075 -1.61584 -0.2618 0.9468 -1.6709
C 4.65911 5.14866 -2.38699 -0.0338 0.4718 -0.2216
C 5.84857 4.18311 -2.08717 0.4659 0.4235 -0.4072
C -0.97583 1.46571 0.12459 -1.1936 -0.0005 -0.0575
H 5.92143 1.97451 -2.04310 0.1575 0.5561 0.4958
H 5.58562 1.56840 0.26455 -0.0902 0.1876 -0.3109
H 6.34021 3.81627 1.34355 0.2017 0.0315 -0.0163
H 4.82316 3.17935 1.86263 -0.0892 0.0258 -0.1128
H 4.37986 5.44097 1.52431 0.0379 -0.0629 -0.2856
H 5.37000 5.55299 0.09334 -0.2306 0.0094 -0.0923
H 2.48466 4.84124 0.33531 -0.1324 0.0602 -0.3138
H 2.45376 5.24300 -2.05024 0.2690 0.0443 -0.0983
H 4.97949 6.18444 -2.22604 0.2567 0.2394 0.0996
H 4.40038 5.08393 -3.45451 0.1876 0.0055 0.2608
H 6.30249 3.95501 -3.06110 0.0850 0.1185 0.2362
H 6.59724 4.71887 -1.50745 0.2603 0.1837 0.0850
H -0.60916 0.87944 -0.74127 0.0969 0.3314 0.4513
H -1.95554 1.91106 -0.15112 0.4750 -0.4468 0.2665
H -1.06487 0.83311 0.98794 -0.2408 -0.5515 0.2839
Cl 1.51282 -0.32490 -2.63325 -0.1183 -1.0226 -0.0010
C 1.95129 1.38224 -2.78776 0.1184 1.1869 -0.0281
H 1.00188 1.87521 -2.56781 0.2467 -0.2415 -0.7510
H 2.23797 1.53650 -3.82971 -0.4363 -0.0676 -0.0100
```
Positions in Å, forces in eV/Å.

## Properties
Relative energy (zero: lowest compared OMol25 entry of this formula, charge and spin) = 54.4 kcal/mol
HOMO-LUMO gap (spin up / spin down) = 4.25 / 4.12 eV
E = -52784.14531 eV
LUMO energy (spin up / spin down) = 0.03 / 0.02 eV

---

Record 3
Here is one molecule with the formula C4H6N2O at a distorted geometry from the OMol25 dataset. Energies are from ωB97M-V/def2-TZVPD.

Structure (XYZ):
```
13
Properties=species:S:1:pos:R:3:forces:R:3
C 1.48016 -1.75630 -0.44138 -0.2717 -0.0019 0.0180
O 0.68826 -1.06607 0.54219 -0.6029 -0.1162 0.5966
C -0.24813 -0.14445 0.23417 -0.3480 1.0783 1.3252
C -0.65181 0.44532 -0.93942 0.1603 0.1444 0.5889
N -0.99342 1.75680 -0.68895 -1.3562 0.2690 -0.3096
C -1.06913 1.92892 0.58967 -0.2154 0.3780 -0.6106
N -0.66579 0.89232 1.36150 0.5670 -0.6476 -1.6231
H 0.88959 -2.55743 -0.89527 0.0287 0.1309 -0.0286
H 2.30773 -2.21266 0.11725 -0.3341 0.2168 -0.0927
H 1.90115 -1.12062 -1.23703 -0.4039 0.1864 0.3926
H -0.97765 0.06872 -1.92073 1.2179 -0.2229 0.5557
H -1.53659 2.82664 0.97184 0.2632 -0.0370 0.3994
H -1.12437 0.93881 2.30616 1.2951 -1.3783 -1.2118
```
Positions in Å, forces in eV/Å.

## Properties
Relative energy (zero: lowest compared OMol25 entry of this formula, charge and spin) = 68.8 kcal/mol
HOMO-LUMO gap = 8.96 eV
SMILES string = COc1cnc[nH]1
E = -9270.51818 eV
LUMO energy = 0.92 eV

---

Record 4
Here is one molecule with the formula C7H11NO at a distorted geometry from the OMol25 dataset. Energies are from ωB97M-V/def2-TZVPD.

Structure (XYZ):
```
20
Properties=species:S:1:pos:R:3:forces:R:3
C -3.10501 -0.13736 0.27420 -3.0246 -0.8495 -2.9435
C -2.11422 -0.50580 -0.54812 0.8475 -0.6727 1.8043
C -0.71527 -0.02788 -0.52907 4.0067 4.4357 -3.2351
C -0.30450 1.49458 0.12479 -0.2925 0.9430 4.5867
O 1.34785 1.58694 0.34779 -2.7934 -2.1047 -1.6589
C 1.54873 0.39755 -0.42790 0.0908 -0.0697 -1.2516
C 2.00099 -0.99785 -0.63634 3.4683 -2.6582 1.1867
C 0.66237 -0.72907 -0.09451 -1.8800 -0.5036 0.6774
N 0.84428 -1.18197 1.30149 0.7129 6.3896 -0.5480
H -3.26106 0.88832 0.75131 0.2622 -1.9458 -0.2929
H -4.01508 -0.89747 -0.18257 1.6060 2.8358 2.4919
H -2.33804 -1.45251 -1.05947 0.7786 0.4978 -0.1725
H -0.33360 0.59750 -1.55778 -1.8944 -3.0205 1.4563
H -0.64366 1.42313 1.38290 0.6304 1.0246 -3.7582
H -0.60876 2.52762 -0.44633 0.5514 -2.8996 1.5562
H 1.32043 0.43671 -1.49616 -0.0717 2.1977 0.1282
H 2.66110 -1.53116 0.14281 -1.2445 0.6103 -1.5783
H 2.08196 -1.38587 -1.62820 0.7842 0.3829 -0.8139
H 0.45943 -0.26009 1.64716 1.0177 -1.1071 1.3870
H 0.14596 -1.73300 1.57532 -3.5555 -3.4858 0.9783
```
Positions in Å, forces in eV/Å.

## Properties
Relative energy (zero: lowest compared OMol25 entry of this formula, charge and spin) = 238.6 kcal/mol
HOMO-LUMO gap = 9.59 eV
SMILES string = C=C[C@H]1CO[C@H]2C[C@@]21N
E = -10964.92905 eV
LUMO energy = 0.74 eV

---

Record 5
Here is an isolated ion of composition C2H7N2OS and charge +1 at a distorted geometry from the OMol25 dataset. Energies are from ωB97M-V/def2-TZVPD.

Structure (XYZ):
```
13
Properties=species:S:1:pos:R:3:forces:R:3
C 0.64589 1.74400 -0.23091 3.5994 1.5993 1.9728
O 0.62902 0.32979 -0.48226 -1.0342 0.1863 0.6226
C -0.49018 -0.19958 0.00795 -2.1649 -0.1931 -0.5940
N -0.33854 -1.77937 -0.43296 -2.3688 4.0265 -0.0361
N -1.11354 0.34464 1.11338 -0.4562 -0.8017 -0.3683
S -2.24448 0.52834 -0.36114 1.6910 -0.9111 0.9972
H -0.19447 2.32863 -0.50807 -0.9329 -0.1687 -0.8716
H 1.58083 2.03633 -0.70818 -0.4434 0.2938 -0.5248
H 0.87654 2.06918 0.84882 -0.6268 -1.3178 -1.2200
H -1.11276 -1.94076 -1.08783 0.2216 -0.0249 0.0773
H -0.53597 -2.29297 0.40018 1.1368 -1.1882 0.5584
H 0.50948 -1.58166 -0.94436 1.1571 -1.5119 0.2119
H -1.48307 -0.18412 1.92036 0.2210 0.0113 -0.8254
```
Positions in Å, forces in eV/Å.

## Properties
Relative energy (zero: lowest compared OMol25 entry of this formula, charge and spin) = 71.3 kcal/mol
Net charge = +1
HOMO-LUMO gap = 9.45 eV
SMILES string = CO[C@@]1([NH3+])NS1
E = -18040.49475 eV
LUMO energy = -4.11 eV

---

Record 6
Here is a 2-piece molecular cluster, CH2N2O2S overall at a distorted geometry from the OMol25 dataset. Energies are from ωB97M-V/def2-TZVPD.

Structure (XYZ):
```
8
Properties=species:S:1:pos:R:3:forces:R:3
C 2.45181 2.35611 1.56888 0.5356 -0.8995 -0.0602
N 1.55236 1.86964 0.93378 1.1589 2.4972 0.9292
N 0.89903 0.89200 0.45877 1.5645 -2.7954 0.7513
O -1.09336 -1.11417 -0.51633 -1.0153 -0.1635 -0.2359
O 3.36658 2.85035 2.12739 -0.9277 -0.0044 -0.3619
S -1.95199 0.04675 0.23413 0.0131 -0.4309 -0.1767
H -0.15525 -1.12414 -0.32013 0.6073 0.5006 0.4575
H 0.14395 1.21706 -0.04929 -1.9364 1.2958 -1.3033
```
Positions in Å, forces in eV/Å.

## Properties
Relative energy (zero: lowest compared OMol25 entry of this formula, charge and spin) = 139.3 kcal/mol
HOMO-LUMO gap (spin up / spin down) = 8.28 / 7.11 eV
E = -18975.28614 eV
LUMO energy (spin up / spin down) = -1.27 / -1.83 eV

---

Record 7
Here is C12H24KN4OSV as an isolated structure at a distorted geometry from the OMol25 dataset. Energies are from ωB97M-V/def2-TZVPD.

Structure (XYZ):
```
44
Properties=species:S:1:pos:R:3:forces:R:3
N 1.86209 -0.29775 0.34248 0.1644 -0.8194 0.9903
C 2.90119 -0.89786 0.56664 2.3589 1.2335 -5.8254
O 3.93615 -1.19353 -0.07654 -2.1396 -0.4078 4.5794
K 2.61164 -0.58562 -1.96958 0.4107 0.0869 -2.3294
V 0.00871 0.00571 -0.09537 -0.8292 0.6615 -0.0379
N -0.54662 -1.47270 -1.23788 0.8089 1.6356 0.4869
N -0.30583 1.67365 -0.99925 0.3702 -1.7317 0.8503
C -0.42724 -2.93430 -0.92398 0.2009 -0.4844 0.7430
C 0.31379 3.04643 -1.11375 0.7054 0.5129 0.1227
C 0.76084 -3.53858 -1.70384 0.2872 0.3362 -0.2169
C -1.71816 -3.69893 -1.25936 -0.3151 0.1707 -0.1935
C -0.14768 -3.06088 0.57634 0.0127 -0.1698 0.2731
C 0.01108 3.67626 -2.48999 -0.2954 -0.3907 -0.2179
C -0.22433 3.96058 0.00336 -0.2362 -0.2765 0.4518
C 1.82902 2.90768 -0.96371 0.1747 -0.1371 0.0809
H 0.67560 -3.35978 -2.78585 0.0184 -0.1303 0.2720
H 0.82250 -4.62877 -1.55340 -0.1604 0.4703 0.0319
H 1.71592 -3.11477 -1.34171 -0.2794 -0.2110 -0.0696
H -2.58136 -3.22835 -0.76863 0.1755 -0.1557 -0.0880
H -1.64782 -4.73723 -0.89743 0.1043 0.4535 -0.0798
H -1.91656 -3.74256 -2.33915 0.0986 -0.0116 0.2877
H 0.74564 -2.48997 0.87683 -0.2810 -0.3103 -0.1250
H 0.03682 -4.11230 0.84531 -0.0948 0.3593 -0.1358
H -1.00532 -2.70597 1.16705 0.2226 -0.1602 -0.1671
H 0.31893 2.99933 -3.30120 -0.0500 0.2103 0.1443
H 0.56628 4.61986 -2.60682 -0.1422 -0.4030 0.2144
H -1.05466 3.90493 -2.61832 0.2629 -0.0057 0.0618
H -1.31839 4.03613 -0.02712 0.2539 0.0662 -0.0135
H 0.18423 4.98034 -0.08804 -0.0799 -0.4904 -0.1207
H 0.06227 3.56378 0.99056 -0.0817 0.1710 -0.2822
H 2.09019 2.39043 -0.02862 -0.0082 0.2160 -0.1827
H 2.30843 3.90252 -0.95927 -0.2528 -0.4920 0.0242
H 2.24915 2.34867 -1.81557 -0.0556 0.1599 0.1446
C -1.70976 1.61883 -1.41673 -0.6317 -0.2072 0.0182
H -2.11808 0.63245 -1.15034 -0.2101 0.0732 0.0570
H -2.35800 2.37109 -0.92858 0.5754 -0.2255 -0.0780
H -1.84826 1.71391 -2.51827 0.3578 -0.0238 0.6870
C -1.13949 -1.20845 -2.57035 -0.3064 0.6750 -0.3200
H -2.23758 -1.39616 -2.60931 0.7180 -0.0305 0.2755
H -0.98540 -0.14928 -2.83202 -0.0119 -0.6257 -0.0100
H -0.68376 -1.80873 -3.38003 -0.0678 0.0360 0.6131
S -0.03532 0.01026 2.12281 -1.7742 0.2896 0.4511
C -0.00098 -0.00051 3.82485 -0.0240 0.1190 1.1702
N 0.00034 -0.00005 5.00102 0.0464 -0.0363 -2.5376
```
Positions in Å, forces in eV/Å.

## Properties
Relative energy (zero: lowest compared OMol25 entry of this formula, charge and spin) = 77.3 kcal/mol
Net charge = +2
HOMO-LUMO gap (spin up / spin down) = 6.14 / 6.14 eV
E = -73669.66653 eV
LUMO energy (spin up / spin down) = -10.07 / -10.07 eV